{"formula": "C27H69N3O9", "method": "ωB97M-V with the def2-TZVPD basis set", "symbols": ["C", "O", "C", "C", "N", "C", "C", "O", "C", "H", "H", "H", "H", "H", "H", "H", "H", "H", "H", "H", "H", "H", "H", "H", "C", "O", "C", "C", "N", "C", "C", "O", "C", "H", "H", "H", "H", "H", "H", "H", "H", "H", "H", "H", "H", "H", "H", "H", "C", "O", "C", "C", "N", "C", "C", "O", "C", "H", "H", "H", "H", "H", "H", "H", "H", "H", "H", "H", "H", "H", "H", "H", "C", "C", "C", "O", "H", "H", "H", "H", "H", "H", "H", "H", "C", "C", "C", "O", "H", "H", "H", "H", "H", "H", "H", "H", "C", "C", "C", "O", "H", "H", "H", "H", "H", "H", "H", "H"], "xyz": [[2.400, 16.478, 28.417], [2.276, 15.722, 29.612], [1.220, 14.715, 29.537], [1.325, 13.552, 30.531], [2.250, 12.509, 29.968], [2.439, 11.351, 30.893], [3.644, 10.540, 30.377], [4.797, 11.325, 30.450], [6.125, 10.782, 30.070], [1.522, 16.985, 28.018], [2.722, 15.844, 27.591], [3.180, 17.214, 28.613], [1.196, 14.364, 28.506], [0.318, 15.256, 29.821], [0.313, 13.186, 30.705], [1.601, 14.035, 31.468], [3.201, 12.849, 29.974], [1.551, 10.720, 30.864], [2.603, 11.556, 31.951], [3.628, 10.222, 29.335], [3.780, 9.686, 31.040], [6.254, 10.648, 28.996], [6.379, 9.958, 30.737], [6.822, 11.538, 30.431], [4.460, 16.320, 34.726], [5.137, 15.121, 34.273], [4.937, 14.026, 35.143], [6.132, 13.151, 35.098], [6.028, 12.033, 36.006], [5.221, 10.928, 35.589], [5.138, 9.857, 36.660], [6.443, 9.451, 36.886], [6.961, 9.225, 38.174], [3.370, 16.318, 34.744], [4.855, 17.079, 34.050], [4.684, 16.830, 35.663], [4.095, 13.430, 34.791], [4.722, 14.231, 36.192], [7.071, 13.653, 35.334], [6.246, 12.692, 34.116], [6.957, 11.702, 36.224], [5.744, 10.451, 34.760], [4.257, 11.231, 35.183], [4.412, 9.089, 36.394], [4.737, 10.371, 37.534], [6.916, 10.074, 38.856], [7.927, 8.724, 38.106], [6.307, 8.512, 38.676], [15.396, 5.954, 28.112], [14.629, 4.780, 28.109], [15.048, 3.759, 29.017], [13.953, 2.679, 28.920], [13.990, 1.967, 30.162], [13.099, 0.790, 30.164], [13.904, -0.335, 29.458], [15.233, -0.402, 30.036], [15.557, -1.666, 30.560], [15.475, 6.426, 27.132], [16.393, 5.921, 28.550], [14.760, 6.683, 28.613], [15.127, 4.104, 30.048], [16.016, 3.336, 28.752], [14.033, 2.087, 28.008], [12.935, 3.068, 28.950], [14.896, 1.540, 30.293], [12.222, 1.133, 29.616], [12.881, 0.522, 31.198], [13.943, -0.030, 28.412], [13.500, -1.339, 29.322], [16.492, -1.757, 31.113], [15.518, -2.516, 29.879], [14.831, -1.931, 31.329], [10.299, 6.080, 34.835], [10.826, 5.707, 33.496], [11.349, 6.821, 32.569], [11.891, 4.771, 33.677], [11.134, 6.627, 35.272], [10.178, 5.123, 35.343], [9.365, 6.638, 34.772], [10.044, 5.105, 33.035], [11.623, 6.369, 31.615], [12.154, 7.435, 32.971], [10.499, 7.486, 32.416], [12.239, 4.587, 32.802], [5.309, 2.863, 29.099], [5.698, 2.649, 30.603], [7.067, 1.903, 30.697], [5.849, 3.805, 31.295], [5.902, 3.655, 28.643], [4.252, 3.058, 28.916], [5.572, 1.973, 28.527], [4.970, 2.033, 31.131], [7.020, 1.038, 31.358], [7.877, 2.518, 31.089], [7.456, 1.605, 29.724], [5.061, 4.324, 31.473], [17.670, 6.696, 35.478], [16.832, 5.589, 34.722], [17.684, 4.280, 34.600], [15.804, 5.436, 35.670], [16.975, 7.529, 35.579], [18.464, 7.193, 34.919], [18.045, 6.335, 36.436], [16.403, 5.740, 33.732], [18.342, 4.077, 33.755], [17.164, 3.322, 34.638], [18.432, 4.116, 35.375], [15.287, 4.692, 35.352]], "total_charge": 0, "gap_ev": 8.828, "multiplicity": 1, "fmax_ev_per_a": 3.01}

---

{"formula": "C27H71N5O11S6", "method": "ωB97M-V with the def2-TZVPD basis set", "symbols": ["C", "S", "O", "C", "H", "H", "H", "H", "H", "H", "C", "S", "O", "C", "H", "H", "H", "H", "H", "H", "C", "S", "O", "C", "H", "H", "H", "H", "H", "H", "C", "S", "O", "C", "H", "H", "H", "H", "H", "H", "C", "S", "O", "C", "H", "H", "H", "H", "H", "H", "C", "S", "O", "C", "H", "H", "H", "H", "H", "H", "C", "O", "N", "C", "C", "H", "H", "H", "H", "H", "H", "H", "C", "O", "N", "C", "C", "H", "H", "H", "H", "H", "H", "H", "C", "O", "N", "C", "C", "H", "H", "H", "H", "H", "H", "H", "C", "O", "N", "C", "C", "H", "H", "H", "H", "H", "H", "H", "C", "O", "N", "C", "C", "H", "H", "H", "H", "H", "H", "H"], "xyz": [[2.698, 3.951, -4.849], [0.993, 3.734, -4.236], [0.168, 4.890, -4.720], [0.608, 2.416, -5.376], [3.277, 4.631, -4.247], [2.721, 4.385, -5.850], [3.105, 2.966, -4.723], [0.822, 2.729, -6.356], [-0.495, 2.166, -5.283], [1.119, 1.543, -5.157], [-2.037, 4.200, 1.492], [-3.613, 3.525, 0.952], [-3.486, 2.034, 1.172], [-4.611, 4.117, 2.401], [-1.970, 4.102, 2.612], [-1.918, 5.273, 1.301], [-1.280, 3.716, 0.953], [-4.461, 5.188, 2.670], [-4.449, 3.358, 3.217], [-5.679, 3.940, 2.063], [1.829, -5.304, -2.424], [1.801, -3.794, -1.418], [1.987, -4.229, 0.017], [3.298, -3.197, -1.972], [2.691, -5.878, -2.006], [1.789, -4.865, -3.398], [0.916, -5.954, -2.336], [4.130, -3.780, -1.580], [3.541, -2.229, -1.610], [3.266, -3.136, -3.057], [-3.166, -2.207, 0.545], [-1.574, -3.017, 0.167], [-0.759, -2.824, 1.379], [-2.208, -4.647, 0.508], [-3.178, -2.262, 1.626], [-3.974, -2.744, 0.140], [-3.061, -1.143, 0.256], [-1.389, -5.334, 0.639], [-2.788, -5.032, -0.260], [-2.779, -4.550, 1.400], [-3.663, 3.836, -4.005], [-2.707, 3.101, -2.627], [-1.735, 2.207, -3.357], [-1.835, 4.617, -2.071], [-3.021, 4.016, -4.877], [-4.072, 4.851, -3.787], [-4.420, 3.179, -4.311], [-1.134, 4.851, -2.849], [-1.205, 4.386, -1.213], [-2.584, 5.452, -1.957], [0.334, 0.304, -1.164], [0.687, 1.192, 0.286], [0.297, 2.563, -0.082], [-0.520, 0.424, 1.317], [0.366, -0.760, -0.945], [1.153, 0.571, -1.858], [-0.685, 0.571, -1.526], [-0.597, 1.096, 2.191], [0.003, -0.560, 1.538], [-1.464, 0.290, 0.783], [-2.148, 1.800, 4.274], [-2.265, 2.944, 4.708], [-1.361, 0.875, 4.850], [-1.368, -0.542, 4.303], [-0.443, 1.161, 5.892], [-2.662, 1.420, 3.398], [-2.319, -0.699, 3.689], [-1.397, -1.220, 5.173], [-0.452, -0.834, 3.806], [0.339, 0.405, 5.804], [-0.054, 2.164, 5.735], [-0.890, 0.969, 6.877], [3.003, 4.568, 0.049], [3.358, 4.742, -1.123], [2.231, 5.385, 0.853], [2.028, 5.207, 2.271], [1.499, 6.532, 0.202], [3.192, 3.635, 0.609], [2.409, 4.244, 2.540], [0.932, 5.185, 2.482], [2.562, 5.890, 2.922], [1.974, 7.516, 0.552], [1.738, 6.468, -0.835], [0.447, 6.585, 0.429], [2.018, -2.113, 2.920], [1.566, -2.071, 4.030], [3.134, -1.407, 2.578], [3.999, -1.865, 1.459], [3.878, -0.693, 3.638], [1.596, -2.748, 2.104], [4.296, -0.982, 0.918], [3.422, -2.581, 0.837], [4.873, -2.478, 1.865], [4.142, 0.288, 3.246], [3.235, -0.616, 4.526], [4.828, -1.239, 3.882], [0.678, -1.886, -4.431], [1.352, -2.889, -4.724], [-0.674, -1.652, -4.743], [-1.401, -0.448, -4.353], [-1.426, -2.760, -5.343], [1.112, -1.029, -3.879], [-2.140, -0.729, -3.643], [-1.951, 0.017, -5.180], [-0.812, 0.334, -3.939], [-0.633, -3.500, -5.698], [-2.160, -3.212, -4.587], [-2.023, -2.411, -6.226], [1.011, -6.839, 1.326], [0.565, -7.428, 0.353], [0.383, -6.621, 2.477], [1.010, -5.861, 3.562], [-1.007, -7.044, 2.599], [2.038, -6.492, 1.258], [0.449, -4.900, 3.610], [2.112, -5.810, 3.381], [0.981, -6.252, 4.588], [-1.048, -7.828, 3.385], [-1.556, -6.184, 2.958], [-1.284, -7.395, 1.644]], "total_charge": 0, "gap_ev": 8.986, "multiplicity": 1, "fmax_ev_per_a": 3.26}